16
Properties=species:S:1:pos:R:3:lowdin_charge:R:1 method="wB97M-V/def2-TZVPD" orbital_gap_ev="6.97 / 7.26" homo_ev="-11.88 / -11.99" charge=+1 total_energy_ev=-29369.975 e_above_lowest_ev=5.098
C 2.694 0.430 -0.145 -0.956
C 0.695 -1.528 -0.187 -0.562
C -0.701 1.614 -0.653 -0.077
N 1.582 1.144 -0.558 -0.129
N 0.397 0.888 -0.110 -0.063
N 0.314 -2.056 1.179 0.092
S 4.210 0.855 0.328 0.746
S 2.370 -1.536 -0.449 0.862
H -0.128 -1.716 -0.887 0.076
H -1.186 2.155 0.159 0.089
H -0.169 2.277 -1.351 0.082
H -1.547 0.969 -1.172 0.138
H 1.844 1.694 -1.434 0.201
H -0.709 -2.141 1.389 0.178
H 0.833 -1.507 1.863 0.141
H 0.672 -3.068 1.274 0.184